Entry 1:
Entry from the Open Molecules 2025 dataset: a molecular structure, C5H8NOS in a non-equilibrium geometry (ωB97M-V with the def2-TZVPD basis set).

Values from the calculation:
F_max: 3.5 eV Å⁻¹
ΔE to the lowest compared entry with this formula, charge and spin: 444.10 kJ/mol
Total charge: +1
E_tot: -19676.178 eV

CARTESIAN COORDINATES (ANGSTROEM)
C  2.17  1.83  -0.01
C  -0.31  2.17  0.00
C  -1.05  -0.91  -0.64
C  -0.81  -2.01  0.28
C  -0.82  -0.59  0.81
N  0.97  1.58  0.24
O  -0.95  1.84  -0.96
S  0.72  -0.21  1.52
H  2.86  1.06  0.03
H  2.49  2.86  -0.13
H  -0.68  2.96  0.76
H  -0.29  -0.60  -1.33
H  -2.05  -0.52  -0.93
H  -1.71  -2.42  0.45
H  0.10  -2.55  0.16
H  -1.74  -0.22  1.29


Entry 2:
Entry from the Open Molecules 2025 dataset: a gas-phase ion, C5H8NOS2 (charge +1) in a non-equilibrium geometry (ωB97M-V with the def2-TZVPD basis set).

Values from the calculation:
F_max: 4.1 eV Å⁻¹
ΔE to the lowest compared entry with this formula, charge and spin: 0.53 kJ/mol
Total charge: +1
E_tot: -30515.293 eV

CARTESIAN COORDINATES (ANGSTROEM)
C  0.69  0.71  -0.86
C  0.22  -1.52  -0.25
C  0.58  -1.70  -1.70
C  -0.83  1.93  0.59
C  -0.53  0.56  1.16
N  0.00  -0.12  -0.03
O  0.46  0.50  2.14
S  1.35  -0.08  -2.19
S  0.38  2.34  -0.69
H  -0.70  -2.01  0.05
H  1.11  -1.76  0.57
H  1.28  -2.51  -2.00
H  -0.36  -1.94  -2.38
H  -1.80  1.73  0.10
H  -0.95  2.57  1.36
H  -1.40  0.03  1.42
H  0.49  1.27  2.71


Entry 3:
Entry from the Open Molecules 2025 dataset: 2 unconnected molecules or ions with the total composition C5H8NP in a non-equilibrium geometry (ωB97M-V with the def2-TZVPD basis set).

Values from the calculation:
F_max: 4.4 eV Å⁻¹
ΔE to the lowest compared entry with this formula, charge and spin: 424.38 kJ/mol
E_tot: -16088.483 eV

CARTESIAN COORDINATES (ANGSTROEM)
C  2.99  0.11  0.07
C  1.60  -0.06  0.09
C  0.85  2.17  -0.25
C  -2.00  -1.60  -0.22
C  -1.05  -0.59  0.41
N  4.15  0.21  0.09
P  0.56  -1.36  0.16
H  -0.11  1.84  -0.74
H  0.79  2.41  0.81
H  1.79  2.29  -0.77
H  -3.05  -1.00  -0.48
H  -1.67  -2.07  -1.23
H  -2.34  -2.35  0.49
H  -1.29  -0.42  1.45
H  -1.21  0.41  0.11


Entry 4:
Entry from the Open Molecules 2025 dataset: 2 unconnected molecules or ions with the total composition C5H8NP in a non-equilibrium geometry (ωB97M-V with the def2-TZVPD basis set).

Values from the calculation:
F_max: 4.7 eV Å⁻¹
ΔE to the lowest compared entry with this formula, charge and spin: 491.81 kJ/mol
E_tot: -16087.784 eV

CARTESIAN COORDINATES (ANGSTROEM)
C  1.11  -1.36  1.07
C  -0.97  -1.81  1.50
C  0.54  -0.17  0.72
C  1.79  1.88  -0.14
C  -2.03  -0.36  -0.61
N  0.23  -2.24  1.60
P  -1.21  -0.15  1.03
H  2.12  -1.55  1.14
H  -1.91  -2.44  1.50
H  0.90  2.56  -0.21
H  2.23  1.38  -1.08
H  2.40  2.01  0.75
H  -2.35  0.73  -0.88
H  -2.82  -0.99  -0.60
H  -1.35  -0.76  -1.39


Repeat the fourth record exactly.
Entry from the Open Molecules 2025 dataset: 2 unconnected molecules or ions with the total composition C5H8NP in a non-equilibrium geometry (ωB97M-V with the def2-TZVPD basis set).

Values from the calculation:
F_max: 4.7 eV Å⁻¹
ΔE to the lowest compared entry with this formula, charge and spin: 491.81 kJ/mol
E_tot: -16087.784 eV

CARTESIAN COORDINATES (ANGSTROEM)
C  1.11  -1.36  1.07
C  -0.97  -1.81  1.50
C  0.54  -0.17  0.72
C  1.79  1.88  -0.14
C  -2.03  -0.36  -0.61
N  0.23  -2.24  1.60
P  -1.21  -0.15  1.03
H  2.12  -1.55  1.14
H  -1.91  -2.44  1.50
H  0.90  2.56  -0.21
H  2.23  1.38  -1.08
H  2.40  2.01  0.75
H  -2.35  0.73  -0.88
H  -2.82  -0.99  -0.60
H  -1.35  -0.76  -1.39